{"formula": "C3H4N2OS", "method": "ωB97M-V with the def2-TZVPD basis set", "homo_ev": -8.32, "total_charge": 0, "gap_ha": 0.333, "smiles": "Oc1cc(S)[nH]n1", "relative_energy_ev": 2.780, "symbols": ["O", "C", "C", "C", "S", "N", "N", "H", "H", "H", "H"], "coordinates": [[-2.428, -0.509, 0.355], [-1.130, -0.012, -0.086], [-0.061, -0.925, -0.112], [0.972, 0.001, -0.001], [2.657, -0.096, 0.169], [0.480, 1.280, -0.013], [-0.778, 1.258, 0.089], [-3.024, 0.174, -0.311], [0.004, -1.960, -0.270], [2.393, -1.358, 0.010], [0.914, 2.146, 0.169]], "forces_ev_per_a": [[-0.626, 4.602, -4.959], [-2.480, -1.276, 2.932], [1.098, 3.424, -0.110], [0.128, 1.412, -0.642], [1.384, -0.264, -0.014], [2.468, -2.228, 0.210], [-5.693, -0.787, -0.724], [1.761, -3.048, 3.143], [-0.130, -0.975, 0.100], [1.070, -1.494, -0.039], [1.020, 0.634, 0.105]]}

{"formula": "C4H10N2", "method": "ωB97M-V with the def2-TZVPD basis set", "homo_ev": -9.03, "total_charge": 0, "gap_ha": 0.377, "smiles": "C=CN.C=NC", "relative_energy_ev": 2.478, "symbols": ["C", "C", "N", "H", "H", "H", "H", "H", "C", "N", "C", "H", "H", "H", "H", "H"], "coordinates": [[-4.533, 0.614, -2.439], [-5.681, 1.219, -2.674], [-6.940, 0.962, -2.038], [-4.279, -0.005, -1.601], [-3.745, 0.849, -3.144], [-5.841, 2.124, -3.259], [-7.006, 0.008, -1.703], [-7.142, 1.538, -1.219], [4.671, -1.694, 2.661], [5.867, -1.635, 2.278], [6.443, -0.380, 1.916], [4.315, -2.690, 2.915], [3.948, -0.883, 2.797], [7.048, 0.063, 2.718], [5.714, 0.410, 1.690], [7.160, -0.498, 1.102]], "forces_ev_per_a": [[0.603, 0.589, -1.069], [-1.671, 0.979, 1.324], [0.071, -0.687, 0.670], [-0.404, -0.643, 0.051], [0.318, 0.057, 0.295], [0.788, -0.474, -0.712], [0.160, -0.068, -0.048], [0.134, 0.247, -0.510], [0.039, -0.763, 0.189], [-0.035, -0.105, 0.126], [0.401, 1.234, 0.075], [-0.220, 0.039, 0.077], [0.277, 0.329, -0.245], [-0.069, -0.476, 0.231], [-0.093, -0.178, -0.274], [-0.300, -0.080, -0.180]]}

{"formula": "C22H42BF4IN5O7S2SiSn", "method": "ωB97M-V with the def2-TZVPD basis set", "homo_ev": -11.18, "total_charge": 1, "gap_ha": 0.315, "relative_energy_ev": 0.000, "symbols": ["Sn", "N", "N", "C", "N", "S", "H", "H", "H", "H", "H", "C", "O", "C", "O", "N", "N", "H", "H", "H", "H", "H", "H", "F", "B", "F", "F", "F", "I", "C", "C", "C", "C", "C", "C", "C", "O", "O", "H", "H", "H", "H", "C", "C", "C", "C", "O", "Si", "S", "O", "C", "C", "C", "C", "O", "C", "C", "C", "C", "H", "H", "H", "H", "H", "H", "H", "H", "H", "H", "H", "H", "H", "H", "H", "H", "H", "H", "H", "H", "H", "H", "H", "H", "H", "H", "H"], "coordinates": [[0.906, 0.649, 1.033], [-0.500, -0.552, 2.128], [-0.105, -1.903, 2.192], [1.161, -2.237, 2.350], [1.482, -3.524, 2.541], [2.388, -1.051, 2.276], [-0.450, 0.297, 3.510], [-1.430, -0.519, 1.717], [-0.812, -2.600, 2.008], [0.785, -4.228, 2.720], [2.448, -3.769, 2.667], [5.461, 2.503, 1.233], [4.326, 3.286, 0.781], [3.191, 2.650, 0.654], [3.028, 1.458, 0.947], [2.202, 3.411, 0.160], [0.934, 2.839, 0.095], [6.319, 3.148, 1.088], [5.546, 1.598, 0.639], [5.333, 2.257, 2.284], [2.337, 4.396, -0.006], [0.633, 2.722, -0.871], [0.239, 3.379, 0.628], [-1.190, 1.539, 0.611], [-1.987, 2.491, 1.458], [-3.127, 2.779, 0.783], [-1.165, 3.623, 1.631], [-2.172, 1.834, 2.658], [1.658, 6.593, 7.918], [1.279, 5.043, 6.589], [0.360, 4.056, 6.927], [0.112, 3.022, 6.043], [0.777, 2.981, 4.820], [1.690, 3.978, 4.485], [1.947, 5.007, 5.369], [0.508, 1.893, 3.878], [-0.204, 0.915, 4.294], [0.995, 1.949, 2.711], [-0.159, 4.097, 7.874], [-0.605, 2.253, 6.293], [2.200, 3.941, 3.532], [2.659, 5.780, 5.116], [-0.685, -4.793, -0.267], [-0.204, -3.935, -1.426], [1.315, -3.864, -1.470], [-0.761, -4.481, -2.735], [-0.749, -2.617, -1.184], [-0.522, -1.196, -1.939], [1.225, -0.166, -1.167], [-1.811, -0.252, -1.751], [-3.224, -0.553, -1.592], [-3.478, -0.911, -0.134], [-3.953, 0.721, -1.979], [-3.624, -1.697, -2.514], [-0.070, -1.487, -3.459], [0.081, -0.744, -4.687], [1.483, -1.044, -5.195], [-0.106, 0.747, -4.446], [-0.975, -1.267, -5.649], [-0.323, -5.816, -0.366], [-1.775, -4.810, -0.231], [-0.310, -4.387, 0.674], [1.733, -4.865, -1.594], [1.711, -3.430, -0.551], [1.647, -3.250, -2.309], [-0.400, -5.497, -2.898], [-0.448, -3.860, -3.572], [-1.851, -4.508, -2.705], [-3.229, -0.069, 0.512], [-2.887, -1.787, 0.146], [-4.533, -1.148, 0.012], [-3.640, 1.548, -1.344], [-5.030, 0.586, -1.870], [-3.741, 0.971, -3.020], [-3.103, -2.615, -2.251], [-3.401, -1.448, -3.554], [-4.696, -1.879, -2.433], [2.226, -0.718, -4.465], [1.669, -0.525, -6.136], [1.605, -2.115, -5.360], [0.660, 1.130, -3.770], [-1.089, 0.952, -4.019], [-0.024, 1.283, -5.393], [-0.868, -2.344, -5.783], [-0.871, -0.784, -6.621], [-1.977, -1.059, -5.269]], "forces_ev_per_a": [[-0.061, -0.220, -0.040], [-0.052, 0.059, -0.015], [-0.157, 0.144, -0.033], [0.132, 0.022, -0.020], [-0.033, -0.014, 0.006], [0.021, 0.048, 0.146], [0.079, -0.237, -0.045], [0.032, -0.049, -0.084], [0.004, -0.014, 0.013], [0.001, 0.009, 0.015], [0.002, 0.004, -0.043], [-0.039, 0.024, 0.021], [0.043, -0.005, -0.086], [0.058, -0.054, 0.041], [-0.018, 0.055, 0.024], [-0.024, 0.080, 0.013], [-0.042, -0.049, 0.071], [0.002, -0.002, 0.012], [0.011, 0.004, -0.004], [0.007, -0.017, -0.005], [0.011, -0.016, 0.001], [0.011, -0.029, 0.023], [0.086, 0.001, -0.012], [0.191, 0.038, 0.024], [-0.162, 0.121, 0.182], [-0.014, -0.060, -0.035], [-0.029, -0.047, -0.053], [-0.047, 0.016, -0.066], [0.002, 0.009, 0.008], [-0.002, -0.018, -0.016], [0.000, 0.005, 0.012], [0.012, 0.003, -0.002], [0.035, 0.017, 0.003], [-0.003, 0.005, 0.001], [-0.006, 0.008, 0.014], [0.087, -0.017, -0.046], [-0.042, 0.049, 0.089], [-0.154, 0.068, -0.079], [0.000, 0.002, 0.004], [-0.002, -0.003, -0.002], [-0.005, -0.005, -0.003], [0.001, 0.004, -0.002], [-0.020, 0.050, 0.004], [0.001, -0.027, -0.119], [-0.005, -0.003, 0.016], [0.013, -0.002, -0.021], [-0.070, -0.040, 0.204], [0.189, 0.047, -0.099], [0.006, 0.007, -0.209], [-0.024, -0.005, 0.198], [0.033, 0.043, -0.093], [-0.006, -0.008, -0.016], [-0.014, 0.038, 0.045], [-0.011, 0.025, -0.018], [-0.050, -0.115, 0.001], [0.009, 0.055, -0.005], [-0.022, 0.015, 0.007], [-0.020, 0.007, -0.034], [-0.019, 0.018, -0.016], [0.003, 0.003, 0.001], [-0.011, 0.001, -0.012], [0.049, -0.012, 0.038], [-0.001, 0.004, 0.002], [0.003, 0.007, 0.040], [-0.001, -0.001, -0.008], [0.004, -0.001, 0.011], [-0.004, -0.019, 0.000], [-0.016, -0.011, 0.004], [-0.023, 0.053, -0.009], [0.000, -0.034, -0.029], [0.006, 0.000, 0.034], [0.003, 0.005, 0.012], [-0.009, 0.003, 0.001], [-0.001, -0.003, -0.005], [0.025, -0.042, 0.010], [-0.003, -0.004, 0.053], [-0.005, 0.008, -0.006], [0.000, 0.006, 0.003], [-0.003, -0.001, -0.004], [0.001, -0.003, 0.004], [0.004, -0.001, 0.009], [0.014, 0.004, 0.004], [0.003, 0.006, -0.002], [-0.003, -0.004, 0.003], [-0.003, -0.007, -0.015], [0.043, -0.004, -0.014]]}

{"formula": "C3H2FO2Pr", "method": "ωB97M-V with the def2-TZVPD basis set", "homo_ev": [-18.23, -18.25], "total_charge": 2, "gap_ha": [0.216, 0.272], "spin_multiplicity": 3, "symbols": ["F", "O", "O", "C", "C", "C", "H", "H", "Pr"], "coordinates": [[-2.106, 1.289, -0.065], [1.708, -0.548, -0.026], [0.031, 1.710, 0.036], [0.583, -1.123, 0.092], [-0.861, 0.832, -0.164], [-0.656, -0.491, 0.238], [0.569, -2.214, -0.050], [-1.573, -1.083, 0.048], [2.304, 1.628, -0.108]], "forces_ev_per_a": [[1.473, -0.429, -1.451], [1.975, 3.068, -0.073], [2.882, 1.232, -1.790], [-2.345, -0.938, -0.386], [-1.561, 0.117, 5.058], [-1.016, -1.310, -2.964], [0.261, 0.237, 0.550], [0.794, -0.059, 0.749], [-2.463, -1.917, 0.307]]}

{"formula": "C24H26IrN4O3PS2", "method": "ωB97M-V with the def2-TZVPD basis set", "homo_ev": [-17.40, -17.40], "total_charge": 3, "gap_ha": [0.251, 0.195], "relative_energy_ev": 0.365, "spin_multiplicity": 2, "symbols": ["Ir", "O", "S", "O", "O", "C", "C", "C", "C", "C", "C", "P", "C", "C", "C", "C", "C", "C", "C", "C", "C", "C", "C", "C", "H", "H", "H", "H", "H", "H", "H", "H", "H", "H", "H", "H", "H", "H", "C", "N", "C", "C", "N", "H", "H", "H", "H", "H", "H", "S", "C", "N", "C", "C", "N", "H", "H", "H", "H", "H", "H"], "coordinates": [[-1.021, -0.041, 0.936], [0.360, -0.570, 2.403], [0.255, 0.774, 3.121], [0.298, 0.784, 4.523], [-1.096, 1.266, 2.488], [1.415, 1.852, 2.376], [2.000, 2.798, 3.193], [2.788, 3.793, 2.616], [2.942, 3.839, 1.244], [2.350, 2.874, 0.427], [1.592, 1.849, 0.980], [1.013, 0.513, -0.087], [1.031, 0.968, -1.809], [2.333, 1.054, -2.337], [2.519, 1.414, -3.659], [1.418, 1.659, -4.473], [0.133, 1.532, -3.966], [-0.066, 1.190, -2.637], [2.086, -0.901, 0.059], [2.074, -1.843, -0.985], [2.968, -2.895, -0.958], [3.872, -3.015, 0.096], [3.894, -2.073, 1.121], [3.001, -1.015, 1.107], [1.835, 2.768, 4.262], [3.256, 4.536, 3.248], [3.530, 4.625, 0.789], [2.497, 2.930, -0.642], [3.200, 0.831, -1.725], [3.522, 1.490, -4.058], [1.563, 1.934, -5.509], [-0.722, 1.697, -4.607], [-1.079, 1.072, -2.289], [1.412, -1.716, -1.834], [2.990, -3.608, -1.772], [4.579, -3.835, 0.104], [4.616, -2.155, 1.922], [3.038, -0.276, 1.898], [-0.174, -5.014, -0.686], [-1.228, -4.023, -1.002], [-2.340, -4.446, -1.881], [-1.206, -2.860, -0.467], [-1.194, -1.800, 0.013], [-0.622, -5.842, -0.140], [0.599, -4.549, -0.081], [0.253, -5.375, -1.619], [-2.848, -5.295, -1.427], [-1.930, -4.734, -2.846], [-3.041, -3.627, -2.011], [-2.406, 1.218, -0.293], [-3.834, 1.491, 0.726], [-3.837, 1.730, 2.016], [-5.203, 2.040, 2.502], [-6.055, 1.898, 1.219], [-5.036, 1.545, 0.202], [-2.999, 1.804, 2.575], [-5.225, 3.048, 2.910], [-5.491, 1.333, 3.276], [-6.550, 2.824, 0.937], [-6.792, 1.103, 1.292], [-5.235, 1.434, -0.781]], "forces_ev_per_a": [[-0.612, 0.046, -0.486], [-0.150, 0.277, 0.491], [-0.500, 0.081, -0.394], [0.036, -0.030, 0.016], [0.963, -0.387, 0.149], [-0.041, -0.057, 0.127], [0.016, -0.004, 0.035], [0.016, 0.008, -0.018], [0.004, -0.001, 0.029], [0.005, -0.045, -0.008], [0.100, 0.117, -0.096], [-0.178, -0.301, 0.173], [0.100, -0.033, -0.067], [-0.002, 0.023, -0.037], [-0.043, 0.007, 0.004], [0.004, 0.001, 0.004], [-0.025, 0.008, -0.003], [0.050, 0.026, -0.029], [0.003, 0.099, -0.179], [0.024, 0.125, 0.097], [0.044, -0.039, 0.043], [-0.008, 0.100, 0.078], [0.006, -0.090, -0.089], [-0.002, -0.065, 0.010], [0.002, 0.005, -0.009], [0.003, -0.003, -0.009], [-0.006, 0.003, 0.003], [-0.005, 0.003, 0.005], [-0.028, 0.016, -0.003], [-0.006, 0.003, 0.002], [0.002, -0.005, 0.002], [0.010, 0.004, -0.007], [-0.001, 0.012, 0.023], [-0.027, -0.023, 0.034], [-0.009, 0.001, 0.010], [0.009, 0.012, 0.011], [-0.005, -0.024, -0.006], [0.025, -0.027, -0.023], [0.019, -0.005, -0.011], [0.027, 0.086, 0.096], [-0.060, -0.006, 0.047], [-0.030, -0.231, -0.227], [0.392, 0.465, 0.072], [-0.025, 0.000, -0.002], [-0.005, 0.017, 0.003], [-0.005, 0.006, -0.010], [0.007, -0.005, 0.016], [0.025, 0.003, 0.002], [0.005, 0.012, 0.010], [-0.063, -0.239, 0.054], [0.027, 0.057, 0.175], [-0.098, -0.021, -0.012], [0.045, -0.018, -0.061], [0.042, -0.014, -0.013], [-0.050, 0.064, -0.036], [-0.012, 0.013, 0.010], [0.003, 0.008, 0.008], [-0.002, -0.008, 0.011], [-0.008, 0.010, -0.004], [-0.010, -0.006, -0.010], [0.000, -0.032, 0.001]]}

{"formula": "C3H6NO", "method": "ωB97M-V with the def2-TZVPD basis set", "homo_ev": -1.28, "total_charge": -1, "gap_ha": 0.212, "smiles": "C=CN(C)[O-]", "relative_energy_ev": 0.000, "symbols": ["C", "C", "N", "C", "O", "H", "H", "H", "H", "H", "H"], "coordinates": [[-1.502, 0.790, -0.053], [-0.207, 1.072, -0.124], [0.920, 0.130, -0.297], [0.692, -1.277, 0.067], [2.172, 0.663, 0.086], [-2.196, 1.634, -0.086], [-2.003, -0.186, 0.125], [0.130, 2.076, -0.256], [0.320, -1.421, 1.067], [0.017, -1.797, -0.623], [1.657, -1.684, 0.093]], "forces_ev_per_a": [[-2.067, -0.308, 0.551], [3.472, -3.225, -0.972], [-2.286, 2.200, 0.590], [-0.569, 1.689, -0.379], [-0.754, -0.634, -0.031], [0.120, -0.196, 0.006], [0.824, 0.570, -0.243], [0.309, 0.493, 0.092], [-0.575, 0.137, 0.886], [0.139, 0.126, -0.102], [1.387, -0.853, -0.398]]}

Electronic energy in eV, matching the order above: -19036.2688 -7288.1416 -100314.1590 -24005.5039 -71184.9591 -6743.1004